# 1
Formula: C14H17N5OSSn
Source: the Open Molecules 2025 dataset
Level of theory: ωB97M-V with the def2-TZVPD basis set

Each line ends with the Mulliken charge.
Atoms and positions in Å:
Sn (0.247, -0.413, 0.190)  1.095
C (-2.420, 3.740, 1.198)  -1.917
C (-1.542, 2.821, 0.414)  0.751
N (-1.766, 1.500, 0.301)  -0.164
N (-2.915, 1.045, 0.713)  -0.035
C (-3.250, -0.303, 0.535)  0.711
N (-4.482, -0.622, 0.814)  -0.259
S (-2.142, -1.458, -0.026)  -0.417
C (-0.424, 3.276, -0.345)  0.628
C (-0.277, 4.669, -0.614)  -0.537
C (0.750, 5.108, -1.431)  -0.519
C (1.588, 4.158, -1.978)  -0.505
C (1.372, 2.772, -1.672)  -0.011
N (0.418, 2.334, -0.893)  -0.052
H (-2.767, 3.276, 2.126)  0.579
H (-3.301, 4.044, 0.618)  0.508
H (-1.892, 4.640, 1.497)  0.445
H (-3.624, 1.697, 1.053)  0.290
H (-5.187, 0.041, 1.124)  0.252
H (-4.797, -1.581, 0.699)  0.266
H (-0.992, 5.381, -0.228)  0.317
H (0.881, 6.161, -1.641)  0.515
H (2.411, 4.439, -2.625)  0.428
H (2.036, 2.032, -2.106)  0.431
O (2.836, -1.148, 0.338)  -0.384
C (3.386, -2.457, 0.403)  -0.551
C (2.363, -3.489, 0.206)  0.561
C (2.844, -4.870, 0.124)  -0.463
C (1.950, -5.903, -0.031)  -0.347
C (0.611, -5.567, -0.104)  -0.663
C (0.220, -4.165, -0.023)  0.212
N (1.066, -3.151, 0.120)  -0.017
H (3.583, -0.532, 0.382)  0.289
H (3.841, -2.638, 1.392)  0.426
H (4.177, -2.601, -0.344)  0.452
H (3.912, -5.060, 0.173)  0.417
H (2.278, -6.932, -0.082)  0.527
H (-0.158, -6.325, -0.207)  0.435
H (-0.834, -3.918, -0.070)  0.303

Calculated values
Net charge: +4
Orbital gap (alpha / beta), Eh: 0.214 / 0.227
Energy relative to the best compared isomer or geometry (same formula, charge and spin), kcal per mole: 9.8
HOMO (alpha / beta), eV: -21.701 / -21.975

# 2
Formula: C3H5NOS
Source: the Open Molecules 2025 dataset
Level of theory: ωB97M-V with the def2-TZVPD basis set

Each line ends with the Mulliken charge.
Atoms and positions in Å:
C (-1.141, 0.002, 0.345)  -0.080
C (-0.007, -1.010, 0.726)  -0.484
C (-0.342, 1.268, 0.390)  -0.185
H (-1.240, -0.132, -1.600)  0.411
H (-1.714, -0.023, 1.337)  0.309
H (0.343, -0.686, 1.811)  0.261
H (-0.321, -2.112, 0.687)  0.315
H (-0.788, 2.235, 0.579)  0.389
N (0.842, 1.230, -0.157)  -0.368
O (-1.798, -0.358, -0.735)  -0.536
S (1.322, -0.412, -0.288)  -0.034

Calculated values
Orbital gap, Eh: 0.344
Energy relative to the best compared isomer or geometry (same formula, charge and spin), kcal per mole: 54.9
HOMO, eV: -8.727

# 3
Formula: C14H48N4O10
Source: the Open Molecules 2025 dataset
Level of theory: ωB97M-V with the def2-TZVPD basis set

Each line ends with the Mulliken charge.
Atoms and positions in Å:
O (2.061, 0.749, 2.618)  -0.599
H (1.511, 1.479, 2.928)  0.249
H (2.963, 1.008, 2.833)  0.198
O (0.399, 0.823, 0.295)  0.241
H (-0.357, 0.240, 0.152)  -0.060
H (0.656, 0.651, 1.210)  0.047
O (-2.290, -0.476, 0.772)  -0.489
H (-2.951, -0.414, 0.075)  0.200
H (-1.794, -1.292, 0.579)  0.014
O (0.676, 2.936, 2.077)  -0.820
H (1.058, 3.806, 1.937)  0.314
H (0.662, 2.513, 1.205)  0.193
C (-1.973, 0.887, 4.257)  0.510
O (-1.819, 1.621, 5.210)  -0.685
N (-2.958, -0.072, 4.231)  -0.338
N (-1.204, 0.917, 3.123)  0.067
H (-3.110, -0.558, 3.366)  0.173
H (-3.422, -0.302, 5.086)  0.201
H (-1.458, 0.299, 2.364)  0.014
H (-0.665, 1.756, 2.984)  0.112
C (2.545, -2.700, 1.894)  0.497
O (3.089, -2.623, 2.973)  -0.658
N (2.425, -3.915, 1.197)  -0.341
N (1.954, -1.677, 1.198)  0.503
H (2.567, -3.887, 0.201)  0.173
H (2.731, -4.755, 1.651)  0.221
H (1.387, -2.064, 0.465)  -0.225
H (1.910, -0.749, 1.620)  -0.095
C (0.118, -0.099, -2.712)  -0.552
C (0.208, 0.030, -4.208)  0.471
C (1.151, 1.112, -4.731)  -1.584
O (0.702, -1.260, -4.678)  -0.565
H (1.052, -0.328, -2.200)  -0.179
H (-0.565, -0.934, -2.538)  0.105
H (-0.332, 0.797, -2.284)  0.250
H (-0.803, 0.132, -4.613)  0.626
H (0.720, 1.743, -5.505)  0.377
H (2.104, 0.703, -5.060)  0.394
H (1.440, 1.764, -3.896)  0.288
H (0.324, -1.437, -5.544)  0.276
C (3.618, -1.318, -2.885)  -1.230
C (3.701, 0.151, -2.517)  1.216
C (3.609, 0.377, -1.009)  -0.567
O (5.058, 0.504, -2.908)  -0.607
H (4.062, -1.467, -3.870)  0.344
H (2.584, -1.673, -2.906)  0.215
H (4.171, -1.960, -2.198)  0.370
H (2.970, 0.712, -3.103)  -0.523
H (2.552, 0.402, -0.722)  0.013
H (4.072, 1.325, -0.734)  0.438
H (4.078, -0.422, -0.440)  0.139
H (5.162, 1.452, -2.779)  0.353
C (-1.351, -3.572, 1.740)  -1.442
C (-1.218, -3.614, 0.222)  0.311
C (-2.589, -3.908, -0.430)  -1.307
O (-0.631, -2.416, -0.304)  -0.012
H (-0.458, -3.158, 2.212)  0.241
H (-1.527, -4.594, 2.069)  0.436
H (-2.185, -2.956, 2.090)  0.361
H (-0.564, -4.469, 0.021)  0.559
H (-2.408, -4.185, -1.472)  0.356
H (-3.181, -3.017, -0.234)  0.192
H (-3.050, -4.816, -0.045)  0.427
H (-0.254, -2.661, -1.156)  0.144
C (-2.879, 2.806, 0.278)  -0.839
C (-3.094, 4.282, 0.530)  0.517
C (-3.563, 4.646, 1.917)  -1.268
O (-1.847, 4.950, 0.252)  -0.516
H (-2.651, 2.643, -0.774)  0.256
H (-3.746, 2.199, 0.536)  0.415
H (-2.042, 2.528, 0.922)  0.034
H (-3.819, 4.653, -0.208)  0.157
H (-3.563, 5.726, 2.089)  0.384
H (-3.118, 4.109, 2.754)  0.259
H (-4.642, 4.449, 2.034)  0.343
H (-1.973, 5.872, 0.494)  0.308

Calculated values
Orbital gap, Eh: 0.352
Energy relative to the best compared isomer or geometry (same formula, charge and spin), kcal per mole: 1.3
HOMO, eV: -9.458

Number 1: electronic energy -40913.144 eV. Number 2: electronic energy -17562.886 eV. Number 3: electronic energy -41733.723 eV.